(w)
The following is a DFT calculation (wB97M-V/def2-TZVPD) of one molecule with the formula C22H27N3O3.

## Properties
HOMO-LUMO gap = 0.3330 Eh
HOMO = -8.4 eV
Structure (SMILES) = CCOCN(C(=O)Cn1c(CO)nc2ccccc21)c1c(C)cccc1CC
E_LUMO = 0.695 eV
Charge = 0

Geometry as XYZ:
```
55
C22H27N3O3 (wB97M-V/def2-TZVPD)
C -1.993 -1.060 -3.978
C -3.167 -1.170 -3.014
H -3.450 -2.225 -2.894
H -4.027 -0.620 -3.406
O -2.947 -0.593 -1.736
C -2.151 -1.307 -0.841
N -0.822 -0.731 -0.662
C 0.243 -1.314 -1.232
O 0.152 -2.306 -1.945
C 1.626 -0.719 -0.941
N 2.001 -0.800 0.443
C 2.134 -1.928 1.219
N 2.475 -1.661 2.446
C 2.587 -0.298 2.524
C 2.928 0.517 3.597
C 2.994 1.875 3.372
C 2.744 2.420 2.112
C 2.399 1.629 1.035
C 2.304 0.266 1.259
H 2.215 2.066 0.065
H 2.826 3.488 1.975
H 3.256 2.538 4.183
H 3.137 0.087 4.563
C 1.991 -3.335 0.719
H 2.639 -3.474 -0.157
H 2.342 -3.983 1.526
O 0.668 -3.732 0.434
H 0.461 -3.536 -0.491
H 2.339 -1.278 -1.561
H 1.648 0.331 -1.239
C -0.739 0.402 0.207
C -0.656 1.689 -0.326
C -0.608 2.768 0.548
C -0.646 2.577 1.915
C -0.733 1.298 2.428
C -0.784 0.192 1.589
C -0.895 -1.173 2.198
H -0.252 -1.240 3.073
H -0.616 -1.967 1.510
H -1.920 -1.351 2.527
H -0.756 1.144 3.496
H -0.602 3.425 2.581
H -0.535 3.766 0.143
C -0.651 1.953 -1.807
H -0.431 1.041 -2.362
C -2.010 2.492 -2.258
H -2.260 3.402 -1.717
H -1.992 2.716 -3.322
H -2.780 1.750 -2.066
H 0.123 2.691 -2.039
H -2.653 -1.265 0.132
H -2.023 -2.350 -1.156
H -1.714 -0.018 -4.117
H -2.281 -1.476 -4.940
H -1.136 -1.616 -3.607
```

Here are the Löwdin charges for atoms 1 to 5, given in e: C -0.0569; C -0.2412; H 0.1208; H 0.1204; O -0.1196

(x)
The following is a DFT calculation (wB97M-V/def2-TZVPD) of one molecule with the formula C22H27N3O3.

## Properties
HOMO-LUMO gap = 0.3350 Eh
HOMO = -8.7 eV
Structure (SMILES) = COc1ccccc1CN1C[C@H](C(=O)NCCc2ncccc2C)CCC1=O
E_LUMO = 0.454 eV
Charge = 0

Geometry as XYZ:
```
55
C22H27N3O3 (wB97M-V/def2-TZVPD)
C 0.227 2.859 -1.592
O -0.274 2.471 -0.338
C -1.502 1.871 -0.280
C -2.305 1.632 -1.388
C -3.528 0.999 -1.240
C -3.960 0.590 0.007
C -3.170 0.843 1.116
C -1.952 1.491 0.994
C -1.123 1.760 2.224
N -0.323 0.606 2.606
C -0.791 -0.217 3.569
O -1.824 0.016 4.171
C 0.061 -1.424 3.925
C 0.973 -1.890 2.799
C 1.777 -0.687 2.318
C 0.808 0.345 1.742
H 1.331 1.293 1.578
H 0.435 0.003 0.766
C 2.825 -1.014 1.252
O 3.984 -0.667 1.353
N 2.340 -1.718 0.210
H 1.338 -1.807 0.085
C 3.049 -1.827 -1.040
H 4.115 -1.707 -0.830
H 2.870 -2.821 -1.460
C 2.601 -0.749 -2.039
C 1.148 -0.845 -2.427
N 0.304 -1.308 -1.512
C -0.983 -1.418 -1.791
C -1.513 -1.075 -3.021
C -0.648 -0.568 -3.976
C 0.706 -0.432 -3.693
C 1.640 0.136 -4.716
H 1.083 0.487 -5.582
H 2.208 0.969 -4.305
H 2.348 -0.622 -5.051
H -1.023 -0.272 -4.946
H -2.565 -1.192 -3.221
H -1.606 -1.794 -0.990
H 3.225 -0.821 -2.929
H 2.775 0.231 -1.585
H 2.312 -0.251 3.167
H 1.639 -2.678 3.156
H 0.371 -2.298 1.985
H -0.618 -2.217 4.243
H 0.657 -1.141 4.798
H -1.784 1.975 3.067
H -0.454 2.605 2.049
H -3.494 0.541 2.100
H -4.909 0.089 0.119
H -4.143 0.830 -2.112
H -1.988 1.935 -2.374
H 1.212 3.281 -1.396
H -0.404 3.620 -2.062
H 0.328 2.002 -2.267
```

Here are the Löwdin charges for atoms 1 to 5, given in e: C -0.0700; O -0.0971; C -0.2267; C -0.0381; C -0.1001

Ordering by calculated energy gives the sequence (x), (w), with the first entry being the most stable.

(w)
The following is a DFT calculation (wB97M-V/def2-TZVPD) of C5H6F2O as an isolated structure.

## Properties
HOMO-LUMO gap = 0.3671 Eh
HOMO = -9.6 eV
E_LUMO = 0.435 eV
Charge = 0

Geometry as XYZ:
```
14
C5H6F2O (wB97M-V/def2-TZVPD)
C -0.792 -1.204 -0.984
C -1.075 1.754 0.477
C 0.070 -0.815 -0.112
C 1.166 -1.223 0.661
C 0.078 1.174 -0.267
O -2.144 1.954 0.039
F 1.234 1.634 0.226
F 0.123 1.238 -1.596
H -1.465 -0.464 -1.380
H -0.943 -2.252 -1.273
H -0.689 2.216 1.510
H 1.863 -2.009 0.167
H 0.753 -1.621 1.660
H 1.821 -0.383 0.871
```

Here are the Löwdin charges for atoms 1 to 5, given in e: C 0.0333; C -0.2178; C -0.2161; C -0.1009; C -0.4172

(x)
The following is a DFT calculation (wB97M-V/def2-TZVPD) of a 2-piece molecular cluster, C5H6F2O overall.

## Properties
HOMO-LUMO gap = 0.3512 Eh
HOMO = -8.8 eV
Structure (SMILES) = OC=C(F)F.C#CC
E_LUMO = 0.716 eV
Charge = 0

Geometry as XYZ:
```
14
C5H6F2O (wB97M-V/def2-TZVPD)
C 0.155 1.930 -0.432
C -2.004 -0.774 0.576
C 0.736 0.897 -0.400
C 1.460 -0.345 -0.410
C -1.997 0.257 -0.305
O -1.840 -2.097 0.221
F -2.332 1.453 0.111
F -1.817 0.197 -1.617
H -2.108 -2.156 -0.681
H -0.644 2.610 -0.337
H -2.109 -0.438 1.644
H 1.462 -0.698 -1.432
H 1.073 -1.087 0.303
H 2.519 -0.054 -0.064
```

Here are the Löwdin charges for atoms 1 to 5, given in e: C 0.0880; C -0.1048; C -0.2272; C -0.0983; C -0.4349

Ordering by calculated energy gives the sequence (w), (x), with the first entry being the most stable.

(w)
The following is a DFT calculation (wB97M-V/def2-TZVPD) of an isolated ion of composition C4H11ClNO4 and charge +1.

## Properties
HOMO-LUMO gap = 0.4216 Eh
HOMO = -14.4 eV
Structure (SMILES) = C[NH+](C)C(O)(O)C(O)(O)Cl
E_LUMO = -2.932 eV
Charge = +1

Geometry as XYZ:
```
21
C4H11ClNO4 (wB97M-V/def2-TZVPD)
C -1.641 1.206 -0.732
C -1.485 -1.121 0.000
C 0.331 0.582 0.546
C 1.719 -0.599 0.020
N -0.714 0.045 -0.413
O 0.681 1.820 0.135
O 0.091 0.388 1.879
O 1.248 -1.228 -1.116
O 2.013 -1.440 0.990
Cl 3.270 0.400 -0.389
H -2.240 1.608 0.107
H -1.135 2.044 -1.124
H -2.335 0.963 -1.493
H -1.836 -1.669 -0.899
H -0.708 -1.513 0.588
H -2.345 -1.064 0.637
H -0.131 -0.278 -1.251
H 1.661 1.871 -0.244
H -0.175 1.201 2.291
H 1.442 -2.173 -1.291
H 2.288 -1.041 1.757
```

Here are the Löwdin charges for atoms 1 to 5, given in e: C 0.0290; C 0.0194; C -0.4697; C -0.7266; N -0.1047

(x)
The following is a DFT calculation (wB97M-V/def2-TZVPD) of an isolated ion of composition C4H11ClNO4 and charge +1.

## Properties
HOMO-LUMO gap = 0.4504 Eh
HOMO = -15.3 eV
Structure (SMILES) = C[NH+](C)C(O)(O)C(O)(O)Cl
E_LUMO = -3.015 eV
Charge = +1

Geometry as XYZ:
```
21
C4H11ClNO4 (wB97M-V/def2-TZVPD)
C 0.855 1.779 -0.961
C 1.642 -0.507 -0.724
C -0.742 0.136 -0.228
C -0.926 -0.852 0.996
N 0.719 0.576 -0.225
O -1.504 1.313 -0.119
O -1.115 -0.492 -1.397
O -0.296 -0.182 2.094
O -0.472 -2.105 0.775
Cl -2.729 -1.039 1.385
H 0.501 1.626 -1.960
H 0.091 2.522 -0.561
H 1.811 2.283 -0.810
H 1.486 -1.500 -0.137
H 1.527 -0.731 -1.702
H 2.746 -0.229 -0.700
H 0.785 0.752 0.823
H -2.408 1.039 0.130
H -0.791 -1.435 -1.298
H -0.713 -0.357 3.026
H -0.467 -2.601 1.594
```

Here are the Löwdin charges for atoms 1 to 5, given in e: C -0.0122; C 0.0420; C -0.5400; C -0.7908; N -0.0915

Ordering by calculated energy gives the sequence (x), (w), with the first entry being the most stable.

(w)
The following is a DFT calculation (wB97M-V/def2-TZVPD) of one molecule with the formula C5H8N2O3S.

## Properties
HOMO-LUMO gap (spin up / spin down) = 0.2635 / 0.2652 Eh
HOMO (spin up / spin down) = -9.2 / -9.1 eV
Structure (SMILES) = CCC(=O)/N=C/C(N)=S(=O)=O
E_LUMO (spin up / spin down) = -1.993 / -1.852 eV
Charge = 0

Geometry as XYZ:
```
19
C5H8N2O3S (wB97M-V/def2-TZVPD)
C -1.110 -0.314 0.131
C -1.355 0.649 -0.847
C 0.546 -0.621 1.919
C 1.888 -0.963 -0.391
C 1.669 -1.288 1.062
N -0.412 -0.151 1.161
N -2.702 0.695 -1.427
O 0.560 -0.611 3.086
O -1.219 3.383 -1.290
O 0.766 2.103 -0.519
S -0.670 2.245 -0.611
H -1.662 -1.215 -0.070
H 2.902 -1.342 -0.710
H 1.054 -1.386 -0.987
H 2.073 0.224 -0.561
H 1.447 -2.301 1.461
H 2.422 -0.851 1.750
H -3.479 0.292 -1.122
H -2.722 1.450 -2.034
```

Here are the Löwdin charges for atoms 1 to 5, given in e: C -0.1843; C -0.3038; C -0.5825; C -0.1074; C -0.1599

(x)
The following is a DFT calculation (wB97M-V/def2-TZVPD) of a 2-piece molecular cluster, C5H8N2O3S overall.

## Properties
HOMO-LUMO gap = 0.2889 Eh
HOMO = -7.3 eV
Structure (SMILES) = Oc1ccc(S)n1O.NC=O
E_LUMO = 0.513 eV
Charge = 0

Geometry as XYZ:
```
19
C5H8N2O3S (wB97M-V/def2-TZVPD)
C 1.068 -1.645 -0.475
C 2.049 -0.618 -0.919
C 0.631 -1.156 0.764
C 2.121 0.378 0.001
C -1.933 1.613 -0.085
N 1.294 0.015 1.036
N -2.710 0.460 -0.337
O -0.279 -1.545 1.602
O -0.829 1.684 0.310
O 0.936 0.772 2.125
S 3.339 1.646 0.159
H 0.770 -2.475 -1.083
H 2.709 -0.666 -1.745
H -2.612 2.502 -0.327
H -3.695 0.628 -0.174
H 0.676 1.636 1.789
H -2.262 -0.478 -0.378
H -0.384 -0.838 2.343
H 2.434 2.467 0.775
```

Here are the Löwdin charges for atoms 1 to 5, given in e: C 0.0068; C -0.1050; C -0.3990; C -0.6709; C -0.3892

Ordering by calculated energy gives the sequence (x), (w), with the first entry being the most stable.

(w)
The following is a DFT calculation (wB97M-V/def2-TZVPD) of a 2-piece molecular cluster, C6H14N4O2 overall.

## Properties
HOMO-LUMO gap = 0.3385 Eh
HOMO = -8.5 eV
Structure (SMILES) = C[C@H]1[C@@H](N)[C@H]1N.O=CN/C=N\O
E_LUMO = 0.741 eV
Charge = 0

Geometry as XYZ:
```
26
C6H14N4O2 (wB97M-V/def2-TZVPD)
C 3.080 -0.350 0.573
C 2.119 1.867 0.112
C -2.085 1.413 -0.135
C -0.910 0.545 -0.276
C -0.681 -0.623 0.634
C -1.259 -0.872 -0.708
H 3.181 -2.647 -1.191
H 3.474 0.043 1.508
H 2.041 0.178 -1.113
H 2.588 2.124 1.075
H -2.927 0.967 0.383
H -1.803 2.336 0.397
H -2.409 1.745 -1.135
H -0.050 0.868 -0.864
H 0.348 -0.977 0.768
H -1.427 0.055 2.315
H -2.410 -0.996 1.525
H -0.488 -1.240 -1.403
H -3.054 -0.631 -1.651
H -3.211 -1.482 -0.236
N 3.350 -1.579 0.314
N 2.341 0.529 -0.224
N -1.455 -0.828 1.805
N -2.608 -1.294 -1.020
O 2.694 -1.878 -0.899
O 1.561 2.726 -0.553
```

Here are the Löwdin charges for atoms 1 to 5, given in e: C -0.2015; C -0.3058; C -0.0812; C -0.2788; C -0.3270

(x)
The following is a DFT calculation (wB97M-V/def2-TZVPD) of a 3-piece molecular cluster, C6H14N4O2 overall.

## Properties
HOMO-LUMO gap = 0.3622 Eh
HOMO = -9.5 eV
E_LUMO = 0.406 eV
Charge = 0

Geometry as XYZ:
```
26
C6H14N4O2 (wB97M-V/def2-TZVPD)
C -1.517 0.201 -0.303
C -2.376 -0.962 0.055
C -0.541 0.428 0.836
C 0.504 1.594 0.571
C 1.521 1.315 -0.650
C 1.870 -1.083 -0.277
H -2.479 2.002 0.757
H -3.357 0.651 -0.970
H -0.953 -0.183 -1.243
H 0.007 -0.416 1.204
H -1.142 0.928 1.552
H -0.128 2.492 0.218
H 1.107 1.993 1.425
H 0.977 0.990 -1.584
H 2.209 2.201 -1.001
H 2.943 0.337 0.707
H 1.025 -1.098 -2.140
H 2.064 -1.780 1.845
H 1.298 -2.831 0.769
H -0.877 -1.782 -0.741
N -2.238 1.460 -0.587
N 2.445 0.143 -0.167
N 1.059 -1.586 -1.162
N 1.901 -1.993 0.908
O -3.566 -0.903 0.335
O -1.753 -2.118 -0.355
```

Here are the Löwdin charges for atoms 1 to 5, given in e: C -0.4899; C -0.5020; C -0.1758; C -0.1585; C -0.1253

Ordering by calculated energy gives the sequence (w), (x), with the first entry being the most stable.

(w)
The following is a DFT calculation (wB97M-V/def2-TZVPD) of one molecule with the formula C4H5FS.

## Properties
HOMO-LUMO gap = 0.2817 Eh
HOMO = -8.9 eV
Structure (SMILES) = C/C=C(/F)C=S
E_LUMO = -1.192 eV
Charge = 0

Geometry as XYZ:
```
11
C4H5FS (wB97M-V/def2-TZVPD)
C -0.236 2.077 -0.022
C -1.127 0.876 0.099
C -0.812 -0.420 0.030
C 0.394 -1.079 0.092
H -0.907 2.906 -0.340
H 0.407 2.310 0.888
H 0.504 2.150 -0.873
H -2.181 1.058 0.358
H 0.414 -2.234 0.198
F -1.909 -1.206 -0.109
S 1.852 -0.254 -0.028
```

Here are the Löwdin charges for atoms 1 to 5, given in e: C -0.1505; C -0.0625; C -0.4365; C -0.5261; H 0.0726

(x)
The following is a DFT calculation (wB97M-V/def2-TZVPD) of one molecule with the formula C4H5FS.

## Properties
HOMO-LUMO gap = 0.3238 Eh
HOMO = -8.6 eV
E_LUMO = 0.218 eV
Charge = 0

Geometry as XYZ:
```
11
C4H5FS (wB97M-V/def2-TZVPD)
C 0.813 0.787 0.510
C -0.110 0.889 -0.550
C -0.930 -1.275 1.185
C -0.366 -0.103 -1.377
F -1.182 -2.536 1.505
S 0.721 -0.899 1.331
H 1.852 0.940 0.108
H 0.686 1.498 1.370
H -0.532 1.798 -0.531
H 0.074 -1.059 -1.290
H -1.027 -0.039 -2.262
```

Here are the Löwdin charges for atoms 1 to 5, given in e: C -0.4388; C -0.3029; C -0.4288; C -0.0140; F -0.0863

(y)
The following is a DFT calculation (wB97M-V/def2-TZVPD) of one molecule with the formula C4H5FS.

## Properties
HOMO-LUMO gap = 0.3464 Eh
HOMO = -8.4 eV
Structure (SMILES) = C=CS/C=C\F
E_LUMO = 1.041 eV
Charge = 0

Geometry as XYZ:
```
11
C4H5FS (wB97M-V/def2-TZVPD)
C 2.537 0.154 -0.099
C 1.250 0.360 -0.303
C -1.326 -0.091 0.377
C -2.567 -0.418 0.007
H 3.311 0.958 -0.210
H 0.997 1.343 -0.598
H -1.142 0.686 1.121
H -2.798 -1.134 -0.787
H -3.448 0.083 0.417
F 3.085 -1.002 0.307
S 0.100 -0.941 -0.233
```

Here are the Löwdin charges for atoms 1 to 5, given in e: C -0.2489; C -0.4507; C -0.5157; C -0.0814; H 0.1294

Ordering by calculated energy gives the sequence (y), (w), (x), with the first entry being the most stable.